Formula: C4H11N2
Source: the Open Molecules 2025 dataset
Level of theory: ωB97M-V with the def2-TZVPD basis set

## Properties
ΔE to the lowest compared entry with this formula, charge and spin: 396.13 kJ/mol
SMILES string: CC[N@@+]1(C)CN1
charge: +1
lowest unoccupied orbital energy: -2.933 eV

XYZ file:
```
17
Properties=species:S:1:pos:R:3:forces:R:3
C -1.222668 -0.873964 -0.854236 2.9 -2.8 0.2
C 1.714865 -0.658487 -0.009257 -1.6 -2.0 -1.3
C -0.819271 1.436787 0.031702 -2.1 2.0 -1.0
C 0.667268 -0.306947 1.040225 1.9 0.8 -0.8
N -1.793765 -0.796645 0.404784 0.3 -1.1 2.2
N -0.596498 -0.012825 0.171396 -0.1 1.5 1.4
H -0.615360 -1.800252 -1.115726 -1.1 1.3 0.3
H -1.790487 -0.414272 -1.578413 -0.4 1.2 -2.1
H 2.730239 -0.786812 0.301901 0.4 0.0 0.6
H 1.376801 -1.649638 -0.517982 0.9 1.7 0.7
H 1.670576 0.129187 -0.744389 0.3 0.2 -0.5
H -1.429432 1.662641 -0.921245 0.5 -0.6 1.7
H -1.317591 1.965080 0.932435 0.8 -1.4 -1.3
H 0.088389 1.965158 -0.191858 0.8 -0.1 0.2
H 1.116945 0.621009 1.583254 -1.9 -1.3 -0.9
H 0.550145 -1.125825 1.729858 -0.8 -0.1 0.2
H -2.571712 -0.178570 0.388017 -0.9 0.7 0.3
```
Forces are in eV/Å.